# 1
A molecular structure, C17H26AsBrGaINSSi2 in a non-equilibrium geometry, computed with wB97M-V/def2-TZVPD.

Positions of all 51 atoms, in Å:
Ga1 -16.84 2.37 -5.89
S1 -16.19 0.82 -7.53
C1 -15.87 2.43 -8.20
C2 -15.29 2.56 -9.45
C3 -14.98 3.83 -9.95
C4 -15.50 4.96 -9.20
C5 -16.12 4.75 -7.97
N1 -16.15 3.49 -7.40
H1 -14.98 1.68 -9.96
H2 -14.32 4.06 -10.81
H3 -15.18 6.01 -9.41
H4 -16.53 5.56 -7.33
C6 -21.93 3.69 -6.91
Si1 -20.40 2.68 -7.27
C7 -21.07 0.96 -7.16
C8 -19.89 2.78 -9.04
As1 -19.05 3.10 -5.34
Si2 -18.82 5.40 -4.63
C9 -19.17 6.58 -6.13
C10 -17.12 5.61 -3.84
C11 -20.20 5.76 -3.36
H5 -22.27 3.37 -5.88
H6 -22.74 3.35 -7.60
H7 -21.72 4.73 -6.91
H8 -22.02 0.79 -7.77
H9 -21.27 0.65 -6.07
H10 -20.26 0.28 -7.44
H11 -18.81 2.95 -9.06
H12 -20.33 3.65 -9.54
H13 -20.04 1.83 -9.65
H14 -19.45 6.02 -7.02
H15 -18.38 7.29 -6.33
H16 -20.11 7.06 -5.81
H17 -17.11 6.53 -3.16
H18 -16.32 5.77 -4.58
H19 -16.86 4.76 -3.22
H20 -20.03 6.78 -3.05
H21 -19.98 5.17 -2.50
H22 -21.22 5.66 -3.68
Br1 -12.80 3.19 -1.01
C12 -11.90 3.03 -2.68
C13 -10.51 3.37 -2.56
C14 -9.62 3.12 -3.60
C15 -10.12 2.47 -4.74
C16 -11.44 2.18 -4.87
C17 -12.36 2.52 -3.85
I1 -14.55 2.08 -4.12
H23 -10.21 3.92 -1.64
H24 -8.57 3.46 -3.47
H25 -9.42 2.30 -5.56
H26 -11.85 1.86 -5.85

Values from the calculation:
Energy relative to the best compared isomer or geometry (same formula, charge and spin)   0.000 eV
Charge   +1

***

# 2
10 unconnected molecules or ions with the total composition C6H30NO10 in a non-equilibrium geometry, computed with wB97M-V/def2-TZVPD.

Positions of all 47 atoms, in Å:
C1 -0.32 0.20 0.54
N1 -0.20 -1.23 0.86
C2 0.70 -1.90 -0.14
C3 -0.06 -2.96 -0.98
C4 -0.70 -2.51 -2.26
C5 -0.27 -1.53 -3.05
C6 2.00 -2.35 0.52
O1 2.71 -1.20 0.85
H1 -0.99 0.66 1.27
H2 -0.74 0.35 -0.46
H3 0.54 0.88 0.46
H4 0.17 -1.32 1.79
H5 1.13 -1.21 -0.87
H6 -0.86 -3.42 -0.37
H7 0.65 -3.83 -1.13
H8 -1.54 -3.10 -2.67
H9 -0.74 -1.25 -3.99
H10 0.45 -0.80 -2.72
H11 1.84 -2.94 1.43
H12 2.55 -2.94 -0.19
H13 1.46 3.32 -1.23
H14 1.96 1.67 -0.70
O2 1.28 2.57 -0.66
H15 2.08 0.94 -2.80
H16 1.29 2.25 -2.89
O3 1.90 1.71 -3.40
H17 1.23 1.61 3.72
H18 -0.25 1.51 3.47
O4 0.43 1.28 4.14
H19 -1.40 -3.76 2.25
H20 -1.31 -2.34 2.50
O5 -1.95 -3.06 2.63
H21 -1.07 3.06 -1.64
H22 -0.42 2.89 -0.38
O6 -1.29 3.27 -0.72
H23 -3.23 0.10 0.94
H24 -2.71 -1.31 1.37
O7 -3.31 -0.59 1.61
H25 2.54 -0.33 0.27
H26 3.48 0.77 -1.28
O8 2.59 0.50 -1.03
H27 0.84 2.79 1.52
H28 -0.72 3.17 1.60
O9 0.09 3.01 2.10
H29 -3.11 2.22 -0.77
H30 -3.29 3.03 0.39
O10 -3.43 2.11 0.13

Values from the calculation:
Energy relative to the best compared isomer or geometry (same formula, charge and spin)   2.528 eV
Charge   -1

***

# 3
A molecular structure, C5H4S in a non-equilibrium geometry, computed with wB97M-V/def2-TZVPD.

Positions of all 10 atoms, in Å:
C1 -0.50 -1.80 1.37
C2 0.20 -1.91 0.30
C3 -0.09 0.25 0.27
C4 0.48 -0.90 -0.65
C5 -1.27 -0.81 0.40
S1 -1.22 -0.95 -1.49
H1 0.41 0.51 1.18
H2 -0.39 1.22 -0.22
H3 1.42 -0.83 -1.23
H4 -2.20 -0.74 0.93

Values from the calculation:
Energy relative to the best compared isomer or geometry (same formula, charge and spin)   5.793 eV
Charge   0

***

# 4
C20H27N3O5S in the gas phase in a non-equilibrium geometry, computed with wB97M-V/def2-TZVPD.

Positions of all 56 atoms, in Å:
C1 3.32 -0.15 -5.99
C2 2.92 1.07 -5.16
C3 1.46 0.96 -4.71
C4 1.08 2.13 -3.81
N1 1.98 2.17 -2.67
C5 1.56 1.64 -1.51
O1 0.39 1.39 -1.28
C6 2.61 1.31 -0.42
N2 2.22 0.07 0.18
C7 2.49 -1.13 -0.45
O2 3.19 -1.28 -1.41
O3 1.85 -2.13 0.22
C8 1.13 -1.55 1.23
C9 0.31 -2.15 2.16
C10 -0.31 -1.29 3.06
S1 -1.42 -1.97 4.29
O4 -1.06 -1.43 5.58
O5 -1.47 -3.40 4.14
N3 -2.85 -1.24 3.83
C11 -3.83 -1.05 4.88
C12 -4.91 -0.09 4.39
C13 -5.56 -0.64 3.12
C14 -4.49 -0.89 2.07
C15 -3.41 -1.82 2.63
C16 -0.13 0.08 3.04
C17 0.70 0.68 2.11
C18 1.33 -0.16 1.20
C19 3.35 2.38 -3.08
C20 3.82 1.20 -3.93
H1 2.68 -0.25 -6.86
H2 4.35 -0.06 -6.33
H3 3.23 -1.06 -5.39
H4 3.03 1.97 -5.78
H5 0.80 0.94 -5.58
H6 1.32 0.03 -4.16
H7 0.06 2.02 -3.43
H8 1.16 3.08 -4.34
H9 2.62 2.10 0.34
H10 3.61 1.16 -0.84
H11 0.14 -3.21 2.20
H12 -3.30 -0.66 5.74
H13 -4.29 -2.02 5.15
H14 -4.45 0.88 4.18
H15 -5.65 0.05 5.18
H16 -6.30 0.07 2.74
H17 -6.07 -1.57 3.36
H18 -4.02 0.05 1.79
H19 -4.93 -1.34 1.18
H20 -2.60 -1.95 1.91
H21 -3.84 -2.81 2.85
H22 -0.65 0.67 3.78
H23 0.84 1.74 2.08
H24 4.00 2.54 -2.22
H25 3.37 3.30 -3.68
H26 4.86 1.36 -4.24
H27 3.77 0.29 -3.34

Values from the calculation:
SMILES   CC1CCN(C(=O)Cn2c(=O)oc3cc(S(=O)(=O)N4CCCCC4)ccc32)CC1
Energy relative to the best compared isomer or geometry (same formula, charge and spin)   1.982 eV
Charge   0

***

# 5
10 unconnected molecules or ions with the total composition C24H48F6N10O22P in a non-equilibrium geometry, computed with wB97M-V/def2-TZVPD.

Positions of all 111 atoms, in Å:
C1 -1.87 1.07 -2.03
C2 -1.08 0.26 -1.59
C3 0.07 -0.42 -0.81
P1 -0.54 -1.42 0.75
C4 -1.00 -2.96 -0.31
C5 -2.37 -2.86 -1.10
O1 -2.98 -4.13 -1.43
C6 -2.20 -4.91 -2.34
C7 -2.23 -4.43 -3.84
C8 1.26 -2.05 0.92
C9 1.59 -2.92 2.18
C10 2.97 -2.58 2.92
N1 0.89 -3.85 2.72
C11 -0.21 0.11 1.93
O2 0.58 0.03 2.87
C12 -0.95 1.53 1.83
F1 -1.29 1.89 3.17
F2 -2.14 1.53 1.13
C13 -0.08 2.74 1.29
F3 -0.71 3.92 1.75
F4 -0.04 2.86 -0.09
C14 1.41 2.82 1.81
F5 1.94 4.04 1.29
F6 2.24 1.84 1.29
C15 1.56 2.97 3.39
O3 2.32 2.25 3.98
O4 0.88 3.93 4.11
H1 -2.56 1.88 -2.35
H2 0.57 -1.13 -1.53
H3 0.90 0.30 -0.51
H4 -0.99 -2.11 1.96
H5 -1.89 -0.95 0.60
H6 -0.20 -3.19 -1.09
H7 -1.07 -3.92 0.31
H8 -3.16 -2.24 -0.59
H9 -2.14 -2.33 -2.08
H10 -2.66 -5.95 -2.33
H11 -1.12 -5.05 -2.05
H12 -3.23 -4.51 -4.35
H13 -1.75 -3.41 -3.95
H14 -1.53 -5.13 -4.41
H15 1.64 -2.63 0.02
H16 1.93 -1.13 0.97
H17 3.75 -2.30 2.14
H18 3.31 -3.51 3.45
H19 2.79 -1.70 3.61
H20 0.05 -3.94 2.13
H21 0.63 3.50 4.96
C16 -3.79 -0.24 -5.79
N2 -3.35 -1.16 -4.71
O5 -4.15 -1.98 -4.30
O6 -2.21 -1.03 -4.31
H22 -4.82 -0.48 -6.05
H23 -3.71 0.77 -5.42
H24 -3.14 -0.40 -6.65
C17 3.93 5.28 -1.28
N3 3.76 6.41 -2.23
O7 2.63 6.66 -2.61
O8 4.77 6.99 -2.57
H25 2.95 4.85 -1.07
H26 4.58 4.54 -1.75
H27 4.38 5.68 -0.37
C18 1.02 -6.08 5.48
N4 2.02 -7.18 5.36
O9 1.60 -8.32 5.30
O10 3.20 -6.86 5.34
H28 0.03 -6.52 5.48
H29 1.22 -5.56 6.41
H30 1.15 -5.43 4.61
C19 1.18 3.01 -3.37
N5 2.19 1.92 -3.51
O11 1.77 0.79 -3.60
O12 3.36 2.26 -3.52
H31 0.19 2.56 -3.38
H32 1.37 3.52 -2.43
H33 1.31 3.68 -4.22
C20 1.72 6.99 3.81
N6 1.88 8.37 4.37
O13 1.70 8.51 5.56
O14 2.18 9.25 3.58
H34 1.46 6.32 4.62
H35 0.93 7.03 3.07
H36 2.68 6.71 3.37
C21 -6.50 2.83 -7.31
N7 -5.48 1.75 -7.45
O15 -5.89 0.60 -7.53
O16 -4.32 2.09 -7.48
H37 -7.49 2.38 -7.30
H38 -6.29 3.35 -6.38
H39 -6.38 3.49 -8.17
C22 4.47 4.50 5.11
N8 4.63 5.86 5.69
O17 4.47 5.99 6.89
O18 4.92 6.76 4.91
H40 4.21 3.81 5.91
H41 3.66 4.56 4.38
H42 5.41 4.23 4.64
C23 -6.65 -2.64 -1.51
N9 -6.58 -1.20 -1.90
O19 -7.46 -0.78 -2.64
O20 -5.66 -0.56 -1.45
H43 -7.52 -3.09 -1.98
H44 -5.73 -3.11 -1.86
H45 -6.73 -2.68 -0.43
C24 4.68 -7.71 1.85
N10 3.67 -6.67 1.52
O21 3.90 -5.53 1.87
O22 2.67 -7.04 0.92
H46 5.50 -7.24 2.38
H47 4.19 -8.45 2.48
H48 5.02 -8.15 0.92

Values from the calculation:
Charge   -1

***

# 6
C7H15NO in the gas phase in a non-equilibrium geometry, computed with wB97M-V/def2-TZVPD.

Positions of all 24 atoms, in Å:
H1 2.09 -1.85 0.16
N1 2.55 -0.97 -0.02
C1 1.83 0.02 0.37
O1 2.32 1.22 0.07
C2 0.45 0.00 0.97
C3 -0.73 0.01 -0.04
C4 -0.66 -1.24 -0.93
C5 -0.69 1.26 -0.91
C6 -2.01 -0.01 0.82
C7 -3.34 -0.02 0.07
H2 3.31 1.00 -0.10
H3 0.36 0.88 1.62
H4 0.37 -0.90 1.60
H5 -1.50 -1.26 -1.64
H6 0.26 -1.27 -1.52
H7 -0.71 -2.16 -0.32
H8 -0.73 2.17 -0.30
H9 0.23 1.30 -1.51
H10 -1.53 1.28 -1.62
H11 -1.99 0.86 1.49
H12 -1.97 -0.90 1.48
H13 -4.18 -0.05 0.78
H14 -3.47 0.89 -0.55
H15 -3.44 -0.89 -0.59

Values from the calculation:
SMILES   [H]/N=C(/O)CC(C)(C)CC
Energy relative to the best compared isomer or geometry (same formula, charge and spin)   0.491 eV
Charge   0

***

# 7
2 unconnected molecules or ions with the total composition C26H34N3O2 in a non-equilibrium geometry, computed with wB97M-V/def2-TZVPD.

Positions of all 65 atoms, in Å:
C1 -0.06 1.18 4.69
N1 -0.56 0.49 3.54
C2 -1.89 0.19 3.42
O1 -2.75 0.33 4.29
C3 -2.12 -0.32 2.01
C4 -3.17 0.53 1.29
C5 -2.70 1.95 1.14
C6 -2.88 2.86 2.19
C7 -2.39 4.16 2.08
C8 -1.74 4.57 0.92
C9 -1.60 3.68 -0.14
C10 -2.07 2.37 -0.03
N2 -0.77 -0.30 1.44
C11 -0.51 -0.71 0.19
C12 0.76 -0.63 -0.40
C13 1.01 -1.03 -1.71
C14 2.27 -0.96 -2.39
C15 2.36 -1.28 -3.78
C16 3.55 -1.12 -4.48
C17 4.70 -0.67 -3.81
C18 4.66 -0.43 -2.43
C19 3.47 -0.59 -1.72
C20 0.23 0.30 2.34
C21 0.78 1.66 1.83
C22 2.18 1.78 2.44
C23 2.60 0.39 2.98
C24 1.46 -0.59 2.69
H1 -0.83 1.14 5.47
H2 0.86 0.70 5.04
H3 0.16 2.23 4.46
H4 -2.47 -1.37 2.06
H5 -3.39 0.09 0.31
H6 -4.08 0.50 1.90
H7 -3.42 2.54 3.09
H8 -2.52 4.85 2.92
H9 -1.35 5.59 0.84
H10 -1.11 3.99 -1.06
H11 -1.96 1.67 -0.86
H12 -1.34 -1.16 -0.36
H13 1.57 -0.22 0.21
H14 0.16 -1.36 -2.31
H15 1.46 -1.66 -4.28
H16 3.59 -1.34 -5.55
H17 5.63 -0.52 -4.36
H18 5.57 -0.12 -1.89
H19 3.44 -0.43 -0.64
H20 0.80 1.68 0.74
H21 0.10 2.46 2.16
H22 2.90 2.16 1.70
H23 2.16 2.50 3.27
H24 3.54 0.06 2.51
H25 2.79 0.45 4.06
H26 1.22 -1.20 3.58
H27 1.69 -1.29 1.88
O2 -2.06 -3.08 -5.42
C25 -2.36 -4.12 -4.49
C26 -1.27 -4.03 -3.44
N3 -1.14 -2.67 -2.90
H28 -2.58 -3.21 -6.22
H29 -3.33 -3.96 -4.02
H30 -2.32 -5.10 -4.99
H31 -1.48 -4.74 -2.63
H32 -0.30 -4.28 -3.88
H33 -1.59 -2.00 -3.51
H34 -1.51 -2.59 -1.96

Values from the calculation:
Energy relative to the best compared isomer or geometry (same formula, charge and spin)   0.294 eV
Charge   +1

***

# 8
5 unconnected molecules or ions with the total composition C17H42FO15P2S4 in a non-equilibrium geometry, computed with wB97M-V/def2-TZVPD.

Positions of all 81 atoms, in Å:
C1 4.27 2.90 4.11
C2 5.15 1.71 3.63
C3 4.84 0.40 4.38
F1 6.00 -0.18 4.87
P1 3.90 -0.74 3.18
C4 4.66 -2.49 3.16
O1 4.55 -3.05 2.05
O2 5.21 -2.95 4.16
P2 1.90 -0.84 4.00
C5 0.98 0.47 3.00
O3 1.87 -0.18 5.57
H1 3.70 2.69 5.02
H2 4.94 3.75 4.25
H3 3.56 3.14 3.32
H4 4.92 1.58 2.58
H5 6.22 1.91 3.71
H6 4.24 0.66 5.25
H7 0.27 -0.04 2.35
H8 1.69 1.01 2.37
H9 0.48 1.14 3.70
H10 1.02 -0.45 5.94
O4 2.48 4.55 1.57
S1 1.18 5.02 1.21
O5 0.62 4.71 -0.07
O6 1.12 6.60 1.44
C6 2.13 7.41 0.82
C7 1.88 7.61 -0.66
C8 0.03 4.57 2.46
H11 3.12 6.97 0.99
H12 2.11 8.37 1.33
H13 1.99 6.68 -1.21
H14 2.58 8.33 -1.07
H15 0.86 7.97 -0.83
H16 0.44 4.84 3.43
H17 -0.11 3.49 2.40
H18 -0.91 5.08 2.28
O7 0.17 -1.33 -1.93
S2 0.29 -2.45 -1.04
O8 0.56 -2.26 0.35
O9 1.35 -3.47 -1.65
C9 2.66 -2.97 -2.00
C10 3.56 -2.80 -0.78
C11 -1.12 -3.48 -1.22
H19 2.57 -2.04 -2.56
H20 3.10 -3.71 -2.67
H21 3.21 -2.00 -0.14
H22 4.58 -2.56 -1.10
H23 3.59 -3.71 -0.18
H24 -1.29 -3.67 -2.27
H25 -1.97 -2.96 -0.78
H26 -0.94 -4.42 -0.69
O10 -2.49 2.99 1.01
S3 -2.99 3.20 -0.32
O11 -3.98 4.20 -0.58
O12 -3.51 1.80 -0.89
C12 -4.46 1.06 -0.11
C13 -5.86 1.62 -0.22
C14 -1.64 3.41 -1.43
H27 -4.13 1.01 0.93
H28 -4.44 0.04 -0.50
H29 -5.93 2.61 0.25
H30 -6.57 0.96 0.28
H31 -6.15 1.74 -1.26
H32 -0.92 2.62 -1.26
H33 -1.20 4.38 -1.22
H34 -2.02 3.39 -2.45
O13 -2.93 -5.10 -3.10
S4 -3.83 -5.14 -4.21
O14 -5.25 -5.11 -4.01
O15 -3.47 -6.41 -5.11
C15 -3.39 -7.69 -4.46
C16 -4.77 -8.28 -4.20
C17 -3.38 -3.91 -5.37
H35 -2.81 -7.62 -3.55
H36 -2.85 -8.34 -5.15
H37 -5.30 -7.70 -3.44
H38 -4.68 -9.31 -3.84
H39 -5.37 -8.27 -5.10
H40 -2.32 -3.97 -5.56
H41 -3.64 -2.94 -4.94
H42 -3.95 -4.07 -6.29

Values from the calculation:
Charge   -1

***

Q: Which lowest unoccupied orbital energy values were calculated for the entries above? A: -4.883 2.686 -0.273 0.570 1.051 0.812 -4.496 1.702, in eV.
Q: Which Kohn-Sham gap values were calculated for the entries above? A: 6.1 8.8 8.8 9.3 6.2 10.8 7.3 5.4, in eV.
Q: Which M values were calculated for the entries above? A: 684.09 276.30 96.15 421.52 973.66 129.20 420.58 695.72, in g/mol.